(1)
Here is a molecular structure, C18H43F6GaNO6S2Si2 in a non-equilibrium geometry from the Open Molecules 2025 dataset. Energies are from ωB97M-V with the def2-TZVPD basis set.

Element x y z (Å)
Ga (-0.21112, -0.68631, 1.22389)
S (0.37183, 1.82303, 3.05354)
S (0.79002, -0.87080, 4.11697)
Si (-3.35297, -0.33431, 1.60277)
Si (3.35225, 0.41904, 0.86859)
F (-0.73813, 2.78807, 5.30535)
F (-0.86446, -0.58754, 6.19505)
F (-1.56051, -2.04815, 4.70257)
F (0.06502, -2.58831, 6.06551)
F (-0.51941, 4.23601, 3.65413)
F (-2.11028, 2.71259, 3.57616)
O (1.68801, 2.16786, 3.50365)
O (0.97771, -1.87101, 3.04343)
O (0.01795, 1.97272, 1.63608)
O (1.00087, 1.78799, -4.86185)
O (-0.48072, -1.76492, -1.21266)
O (1.90811, -0.42506, 4.87216)
N (-0.13309, 0.28201, 3.40443)
C (-0.92886, 2.78091, -3.80030)
C (-3.84382, -0.05892, 3.38355)
C (-4.79630, -1.13552, 0.70441)
C (0.59852, 2.58027, -3.69718)
C (-0.46765, -1.57709, 5.34665)
C (-1.50926, -1.02918, -3.51129)
C (-0.02686, -3.05239, -1.71551)
C (1.72698, -0.53532, 0.10342)
C (4.63767, -0.15856, -0.36390)
C (2.31621, 1.26124, -4.66163)
C (3.07763, 2.24366, 0.60327)
C (-1.45689, -1.03023, -1.98805)
C (-1.01028, -4.12341, -1.33495)
C (-3.17528, 1.30889, 0.70768)
C (-1.90219, -1.56019, 1.55587)
C (3.87225, -0.12894, 2.55993)
C (2.77425, 0.40137, -5.86098)
C (-0.83714, 2.96317, 3.97025)
H (2.24936, -1.53585, 0.04602)
H (3.89058, 2.64812, -0.07955)
H (-0.73661, -0.42529, -3.99887)
H (3.05685, 2.07682, -4.50676)
H (2.08331, 2.43044, 0.10593)
H (-4.53839, 0.79119, 3.41995)
H (1.87534, 0.08331, -0.87566)
H (-2.12509, -2.35389, 0.79098)
H (-2.46434, -1.34638, -1.64549)
H (1.11516, 3.58880, -3.67874)
H (3.54664, -1.16132, 2.78769)
H (4.44336, 0.22699, -1.37178)
H (-4.88420, -2.20350, 0.93961)
H (4.98089, -0.11863, 2.57300)
H (-1.36840, 0.00024, -1.65156)
H (-2.21294, 1.83313, 0.84671)
H (3.10354, 2.79106, 1.57904)
H (3.52976, 0.53383, 3.37612)
H (0.90862, -3.28323, -1.15955)
H (0.80986, 2.05718, -2.71986)
H (-2.47095, -0.57702, -3.81484)
H (-1.19571, 2.99854, -4.85015)
H (-1.83729, -2.10838, 2.53931)
H (-3.99067, 1.94086, 1.09784)
H (-3.37051, 1.16632, -0.37341)
H (-1.18195, -4.18210, -0.26072)
H (-4.70008, -1.01918, -0.38194)
H (5.64971, 0.14906, -0.08632)
H (0.81213, -0.89396, -0.59979)
H (2.67563, 0.94996, -6.82561)
H (4.63707, -1.25262, -0.43435)
H (-2.99004, 0.14505, 4.04265)
H (-1.44649, 1.82915, -3.50018)
H (0.16127, -3.04009, -2.79565)
H (-1.31197, 3.60545, -3.15125)
H (2.32816, 0.58931, -3.76847)
H (-1.48014, -2.03218, -3.95296)
H (3.81973, 0.08043, -5.75465)
H (-0.73645, -5.11014, -1.70243)
H (2.17591, -0.52081, -5.94933)
H (-5.71763, -0.62677, 1.02817)
H (-4.36420, -0.95741, 3.74592)
H (-1.97895, -3.92916, -1.78012)

Summary:
- relative energy (zero: lowest compared OMol25 entry of this formula, charge and spin) (kJ/mol) = 0.0
- total charge = +1
- LUMO (eV) = -3.73
- spin multiplicity = 1

---

(2)
Here is 3 unconnected molecules or ions with the total composition C18H43N2 from the Open Molecules 2025 dataset. Energies are from ωB97M-V with the def2-TZVPD basis set.

Element x y z (Å)
N (-1.73252, 6.90028, 4.75681)
N (-2.03542, 3.25860, 3.96886)
C (0.34183, 0.91014, -1.37985)
C (-1.39089, 4.53755, 4.44107)
C (0.60093, 0.13588, -0.08712)
C (0.05804, 1.96584, 4.23524)
C (-1.85248, -0.58072, 0.24145)
C (1.27324, -3.63210, -3.32950)
C (2.35691, -5.09786, -5.84347)
C (-2.25154, 5.73704, 4.05577)
C (0.41451, 0.03149, -2.62274)
C (1.86159, -5.80373, -4.58183)
C (0.84006, 3.29634, 4.13772)
C (2.48984, -3.64947, -2.41005)
C (1.25347, -4.81398, -6.85676)
C (-1.40986, 2.07079, 4.63244)
C (0.01768, 4.57570, 3.88492)
C (-0.38477, -1.00127, 0.19162)
C (-2.14137, 0.44169, 1.33459)
C (0.82256, -5.02194, -3.77531)
H (1.08129, 1.71117, -1.45764)
H (0.44158, -3.14799, -2.80847)
H (0.55624, -5.60887, -2.89030)
H (-3.03819, 3.28911, 4.15707)
H (0.53535, 1.33020, 4.97912)
H (0.26730, 0.61374, -3.53224)
H (-0.63469, 1.40349, -1.33727)
H (1.48445, -3.00870, -4.20310)
H (-0.11600, -1.47076, 1.14385)
H (-0.34587, -0.75046, -2.60837)
H (-3.20249, 0.69756, 1.37036)
H (0.49297, -4.14496, -6.45017)
H (2.29214, -4.24283, -1.51414)
H (2.85689, -4.16217, -5.57617)
H (-0.09682, -4.92552, -4.35879)
H (3.12215, -5.72230, -6.31076)
H (1.54267, 3.19159, 3.31274)
H (0.11730, 1.42444, 3.28852)
H (-0.02257, 4.82018, 2.81871)
H (1.42581, -6.76731, -4.86298)
H (1.60873, -0.28782, -0.12453)
H (-1.57665, 1.36545, 1.16575)
H (2.71916, -6.03823, -3.94555)
H (-2.16300, -0.17366, -0.72365)
H (-1.85586, 0.03738, 2.31144)
H (0.75554, -5.73808, -7.15822)
H (-0.26773, -1.77984, -0.56536)
H (-3.30576, 5.51747, 4.28355)
H (2.75861, -2.64070, -2.08981)
H (-1.55719, 2.17311, 5.70590)
H (0.50624, 5.42215, 4.36305)
H (-1.35447, 4.45164, 5.53031)
H (1.38910, -0.45650, -2.69082)
H (-2.02504, 7.75927, 4.30583)
H (-2.09750, 6.94345, 5.70243)
H (-2.46884, -1.46598, 0.40971)
H (0.60638, 0.83791, 0.75540)
H (-2.16786, 5.91247, 2.98058)
H (-1.95408, 1.18984, 4.29794)
H (3.36339, -4.07621, -2.90438)
H (-1.90279, 3.16873, 2.95735)
H (1.44340, 3.43242, 5.03441)
H (1.65496, -4.34417, -7.75513)

Summary:
- relative energy (zero: lowest compared OMol25 entry of this formula, charge and spin) (kJ/mol) = 0.0
- total charge = +1
- LUMO (eV) = -2.89
- spin multiplicity = 1

---

(3)
Here is a molecular structure, C18H44BGaN4O4P in a non-equilibrium geometry from the Open Molecules 2025 dataset. Energies are from ωB97M-V with the def2-TZVPD basis set.

Element x y z (Å)
Ga (-2.03890, 2.72565, 0.25657)
P (-3.71790, 1.75808, -1.11315)
O (-0.15777, 3.57262, -2.08406)
O (2.17998, -0.33988, -4.69331)
O (-3.17261, 0.61678, 3.60018)
O (-3.80492, 0.12911, -0.57889)
N (-5.24810, 2.40207, -0.64074)
N (3.35115, 0.11919, -4.92977)
N (-2.68997, -0.27960, 4.37137)
N (0.82266, 1.79264, -0.67914)
C (4.14675, 0.68817, -2.64950)
C (-2.44577, -1.53993, 3.60125)
C (5.57429, -0.60144, -5.87210)
C (4.73760, 2.18862, -4.60964)
C (-1.80359, -1.21093, 2.25791)
C (-1.44297, -2.46612, 4.32010)
C (3.67287, -2.13533, -5.84643)
C (-4.79590, -1.15569, 5.34694)
C (5.23076, -0.38090, -2.76996)
C (4.32583, -1.00620, -5.06344)
C (-3.91403, 1.04114, 6.05210)
C (2.45630, 2.10225, -3.74868)
C (-3.51757, -0.35860, 5.60942)
C (4.76115, -1.50848, -3.68873)
C (3.68137, 1.24047, -3.99639)
C (-4.54830, -2.49840, 4.66741)
C (-3.75189, -2.29663, 3.37799)
C (-2.71941, -0.95342, 6.79275)
B (-0.29539, 2.74112, -0.96815)
H (-0.58414, -1.90090, 4.68377)
H (5.55474, -2.24777, -3.81937)
H (-5.32603, -1.29738, 6.29101)
H (-4.41915, 0.97213, 7.01721)
H (6.10699, -1.49592, -6.19391)
H (5.31042, 2.68013, -3.82299)
H (-4.02455, -3.17708, 5.34856)
H (-4.36644, -1.74820, 2.65864)
H (-2.18000, -0.16752, 7.32185)
H (-3.03558, 1.67524, 6.16829)
H (-0.10577, 3.01082, -2.87059)
H (2.02931, 2.45958, -4.68802)
H (-5.74021, 2.69068, -1.46612)
H (-2.44551, 4.18051, 0.81569)
H (0.50816, 0.89863, -1.05160)
H (4.25332, 2.96396, -5.20259)
H (3.92493, -2.02722, -3.21081)
H (5.44844, 1.70783, -5.27341)
H (2.83938, -2.57962, -5.30876)
H (-1.87491, -3.02236, 5.15157)
H (-5.17849, 3.14625, 0.03253)
H (5.45518, -0.78640, -1.78142)
H (-3.52527, -3.26239, 2.92185)
H (-3.39004, -1.43641, 7.50580)
H (4.40805, -2.91833, -6.02779)
H (3.30804, -1.77877, -6.81037)
H (6.29039, -0.01521, -5.30095)
H (-0.88406, -0.63990, 2.38608)
H (6.16240, 0.05877, -3.13987)
H (3.28697, 0.26290, -2.12585)
H (-2.45607, -0.64764, 1.59408)
H (-1.55630, -2.14648, 1.75362)
H (-4.58946, 1.52153, 5.34914)
H (-1.07386, -3.21361, 3.61951)
H (-3.23076, -0.32998, -1.20275)
H (1.68684, 1.57828, -3.19579)
H (0.75439, 1.65420, 0.32078)
H (4.49200, 1.51548, -2.03114)
H (-1.81169, 1.76991, 1.52973)
H (-5.45778, -0.56144, 4.71026)
H (-5.50413, -2.97407, 4.43600)
H (2.74099, 2.96831, -3.15482)
H (5.29575, -0.04229, -6.76572)
H (-1.97216, -1.68463, 6.50675)

Summary:
- ⟨S²⟩ = 2.01
- total charge = -1
- LUMO (alpha / beta) (eV) = 2.33 / 2.29
- spin multiplicity = 3

---

Question: spin multiplicity of number 1 (C18H43F6GaNO6S2Si2)?
Answer: 1

---

Question: Which value of total charge does entry 1 give?
Answer: +1